Entry 1:
Here is a 2-piece molecular cluster, C6H19N4P overall at a distorted geometry from OMol25. Energies are from ωB97M-V with the def2-TZVPD basis set.

Calculated values
- 2S+1: 1
- Largest force on an atom: 4.5 eV Å⁻¹
- ΔE to the lowest compared entry with this formula, charge and spin: 123.0 kJ/mol
- DFT total energy: -800.27241 Eh
- SMILES: CN(C)[PH](=N)N(C)C.C=NC
- HOMO level: -8.681 eV

Positions of all 30 atoms, in Å:
C  -1.820420  -1.605801  0.185438
N  -1.037718  -1.216583  -0.936532
C  -0.704586  -2.442179  -1.656578
P  0.038973  -0.024906  -0.566395
N  1.309880  -0.664110  0.211529
N  0.371422  0.961573  -1.911650
C  -0.741377  1.558446  -2.616971
C  1.716224  1.151796  -2.387704
H  -1.243279  -2.294268  0.774759
H  -1.977134  -0.716426  0.920036
H  -2.664879  -2.020741  -0.189483
H  0.214566  -2.740382  -1.131063
H  -1.474069  -3.184266  -1.716016
H  -0.375581  -2.234633  -2.623291
H  -0.949986  0.709219  0.038358
H  1.969072  0.130224  0.305279
H  -1.251740  2.336934  -2.016075
H  -0.301005  2.085646  -3.494461
H  -1.573524  0.868454  -2.961119
H  2.147357  2.008999  -1.854246
H  2.347231  0.322995  -2.047609
H  1.749365  1.188096  -3.504746
C  -0.034540  -0.464338  3.593555
N  -0.125162  0.715262  3.297655
C  0.867724  1.660556  3.698628
H  -0.631155  -1.061135  2.892559
H  0.803445  -0.878279  4.243194
H  1.195448  1.489784  4.776415
H  1.721040  1.602778  3.080182
H  0.454408  2.757286  3.596350

Cartesian forces, eV/Å:
C 1.9 2.8 3.0
N -1.1 0.0 -1.5
C 2.3 0.9 1.3
P 2.1 -0.8 -0.4
N -1.3 2.1 -1.3
N -0.9 -1.7 1.0
C -0.7 0.8 -0.7
C 0.6 -0.2 0.1
H 0.1 -0.9 0.5
H -0.3 -1.4 -1.4
H -3.0 -1.2 -0.5
H -0.3 -1.2 -0.2
H -0.5 -0.2 0.4
H 0.3 0.5 -1.9
H -0.1 0.9 0.7
H 0.0 -0.7 0.3
H 0.2 -0.2 -0.1
H -0.6 -0.4 0.4
H 1.3 0.4 0.4
H 0.1 0.4 -0.9
H -0.2 -0.1 -0.3
H 0.1 0.3 1.0
C 1.2 -2.8 -0.2
N -0.2 3.3 -1.3
C -1.3 2.3 2.5
H -0.1 -0.9 1.2
H -1.0 0.1 -0.5
H -0.2 0.3 -1.1
H 0.9 -0.2 -0.9
H 0.8 -2.1 0.3

Results of the natural (NBO) charge analysis, in e, for atoms 1 through 5: atom 1 (C): -0.3999, atom 2 (N): -0.7867, atom 3 (C): -0.4240, atom 4 (P): 1.8851, atom 5 (N): -1.2966

***

Entry 2:
Here is a 12-piece molecular cluster, C50H72Br2O28S6 overall at a distorted geometry from OMol25. Energies are from ωB97M-V with the def2-TZVPD basis set.

Calculated values
- 2S+1: 1
- Largest force on an atom: 5.2 eV Å⁻¹
- DFT total energy: -11591.67710 Eh
- SMILES: O=C1C=CC(=O)C=C1.O=C1C=CC(=O)C=C1.O=C1C=CC(=O)C=C1.O=C1C=CC(=O)C=C1.O=C1C=CC(=O)C=C1.CCOS(C)(=O)=O.CCOS(C)(=O)=O.CCOS(C)(=O)=O.CCOS(C)(=O)=O.CCOS(C)(=O)=O.CCOS(C)(=O)=O.BrCCBr
- HOMO level: -9.969 eV

Positions of all 158 atoms, in Å:
O  -1.624629  6.745257  2.791238
C  -2.363909  5.816837  2.587298
C  -3.334009  5.774147  1.453778
C  -4.118159  4.629667  1.145998
C  -4.231089  3.425177  1.954128
O  -4.812499  2.374807  1.862628
C  -3.284309  3.570667  3.094818
C  -2.449219  4.627917  3.398058
H  -3.455259  6.653847  0.839098
H  -4.761009  4.659587  0.278678
H  -2.973579  2.714847  3.675708
H  -1.740769  4.395427  4.179368
O  0.571141  10.669477  -2.149512
C  0.004991  9.978117  -2.933412
C  -0.227009  8.556957  -2.708792
C  -1.203449  7.801927  -3.307892
C  -1.981399  8.252897  -4.462742
O  -2.856469  7.547137  -4.953022
C  -1.510179  9.560287  -4.946042
C  -0.692729  10.386187  -4.207582
H  0.433101  8.256597  -1.908512
H  -1.253759  6.828157  -2.843522
H  -2.130289  9.974367  -5.727322
H  -0.519979  11.400957  -4.534352
O  4.784211  -1.272133  -9.699212
C  4.749581  -0.768693  -8.603062
C  5.646661  0.228097  -8.006112
C  5.372681  0.892657  -6.852502
C  4.186891  0.661577  -6.004602
O  3.864131  1.352297  -5.014482
C  3.301141  -0.254763  -6.610412
C  3.545291  -0.970913  -7.763152
H  6.540641  0.579247  -8.499962
H  6.031551  1.698657  -6.565012
H  2.439491  -0.495763  -6.005542
H  2.765141  -1.664033  -8.041282
O  0.518071  -2.557253  2.782288
C  0.157481  -1.690183  2.005118
C  0.967921  -0.514833  1.496228
C  0.676191  0.226427  0.439088
C  -0.589639  0.130497  -0.338912
O  -0.817059  0.643847  -1.369912
C  -1.313649  -1.091193  0.069818
C  -1.100579  -1.885563  1.147758
H  1.903781  -0.322533  1.999798
H  1.284671  1.046407  0.087268
H  -2.272689  -1.272573  -0.392502
H  -1.810409  -2.646313  1.437248
O  4.573121  1.998037  5.992838
C  5.560381  1.666427  6.632798
C  5.654571  1.533477  8.068628
C  6.733041  1.170957  8.764788
C  8.028911  0.771597  8.179478
O  9.018761  0.453727  8.766808
C  7.817641  0.627387  6.696748
C  6.718491  0.982697  5.980138
H  4.806311  1.797887  8.682578
H  6.585621  1.156367  9.834578
H  8.665051  0.237517  6.152398
H  6.759671  0.889377  4.904958
C  4.132641  -4.369743  9.492718
C  3.640221  -4.420573  10.960618
O  3.741991  -3.134273  11.470728
S  3.328801  -2.777213  13.080328
C  4.785431  -3.571443  13.931938
O  3.419791  -1.304583  13.135768
O  2.177631  -3.533693  13.547448
H  3.646011  -3.582203  8.917338
H  3.782651  -5.128453  8.792748
H  5.217291  -4.265873  9.521678
H  2.574131  -4.577573  11.124688
H  4.066171  -5.181923  11.614078
H  4.992241  -4.638513  13.850148
H  4.725571  -3.324783  14.991978
H  5.550431  -2.961373  13.451628
C  -1.728699  1.776947  -9.430852
C  -2.272949  1.974487  -8.005672
O  -3.053459  0.889787  -7.680742
S  -4.753919  0.961447  -7.761582
C  -5.150839  1.983867  -6.344022
O  -5.119899  1.614117  -9.009912
O  -5.271309  -0.398393  -7.489112
H  -2.476509  1.944037  -10.206072
H  -1.237679  0.819497  -9.604882
H  -1.023549  2.580027  -9.645162
H  -1.310159  1.970607  -7.494672
H  -2.828939  2.911927  -7.991952
H  -4.293639  2.333547  -5.768672
H  -5.840399  1.332697  -5.806822
H  -5.763889  2.841357  -6.621452
C  -12.528289  -0.042553  0.094688
C  -12.493899  -0.741753  -1.325812
O  -11.161629  -0.521193  -1.818682
S  -10.134019  -1.842823  -1.812962
C  -10.333669  -2.516973  -3.582682
O  -8.717789  -1.450523  -1.744462
O  -10.689769  -2.936733  -0.941712
H  -11.892259  -0.432353  0.889428
H  -13.526709  0.066997  0.518068
H  -12.314449  0.988137  -0.188242
H  -12.714229  -1.806913  -1.255122
H  -13.205329  -0.248043  -1.987782
H  -9.422819  -3.079953  -3.786392
H  -10.393539  -1.672333  -4.269052
H  -11.323689  -2.972973  -3.578322
C  6.053611  5.911147  0.845368
C  6.884521  4.818987  0.208438
O  7.921691  4.232197  0.928968
S  9.358501  5.017837  1.167528
C  10.310561  4.490147  -0.300692
O  9.280851  6.450637  0.974648
O  9.852731  4.529527  2.458978
H  5.451901  6.412097  0.087018
H  6.679451  6.703347  1.256278
H  5.463241  5.517127  1.672598
H  6.365161  3.865497  0.112458
H  7.320841  5.129357  -0.740982
H  11.244481  4.030427  0.022628
H  10.358961  5.395937  -0.905092
H  9.854461  3.585757  -0.703372
C  -6.659819  -7.007913  -0.178282
C  -7.850069  -7.780593  -0.710382
O  -7.939849  -7.467053  -2.151622
S  -8.127769  -8.579313  -3.317722
C  -9.964969  -8.840293  -3.218452
O  -7.709489  -8.018143  -4.575742
O  -7.382699  -9.756973  -2.902142
H  -6.572139  -6.984923  0.907948
H  -6.872669  -5.957963  -0.379282
H  -5.885179  -7.362383  -0.858272
H  -7.781659  -8.821943  -0.395692
H  -8.756409  -7.385113  -0.251852
H  -10.156329  -9.554583  -4.019252
H  -10.526759  -7.916143  -3.354342
H  -10.189199  -9.352943  -2.283042
C  10.005331  -2.790603  -5.839322
C  9.391121  -2.315953  -4.402182
O  9.314101  -3.415373  -3.463512
S  8.778541  -2.974443  -1.996922
C  6.977381  -2.565513  -2.319522
O  8.670441  -4.159553  -1.117142
O  9.318671  -1.717103  -1.558642
H  11.001001  -3.170853  -5.610972
H  10.013661  -2.053183  -6.641962
H  9.386741  -3.616063  -6.191562
H  10.041051  -1.546783  -3.984972
H  8.369691  -1.996643  -4.609112
H  6.479181  -3.233083  -3.022542
H  6.965381  -1.577593  -2.779942
H  6.463191  -2.674683  -1.364652
Br  -6.022559  -1.897693  6.387058
C  -6.573539  -3.669993  5.535298
C  -5.758349  -4.741663  6.213738
Br  -6.322139  -4.886653  8.182678
H  -6.337239  -3.632823  4.471868
H  -7.640099  -3.854163  5.664228
H  -4.688529  -4.570443  6.094278
H  -5.900729  -5.736313  5.791238

Cartesian forces, eV/Å:
O 0.3 0.4 -0.1
C -1.2 0.1 -0.3
C -2.2 -3.2 -1.0
C 0.6 3.4 -0.8
C 2.5 0.3 2.4
O -0.9 0.3 -1.3
C 2.6 1.4 1.4
C -1.2 -3.0 -0.1
H 0.2 0.0 -0.1
H -0.1 0.3 -0.2
H -0.9 -0.5 0.0
H 0.2 0.6 0.1
O 0.8 1.2 0.5
C -2.1 -1.3 -2.4
C -0.9 -1.0 0.0
C 2.7 0.5 2.4
C 0.2 -1.3 0.2
O 0.7 1.2 0.2
C -0.1 2.0 1.3
C -0.6 -0.3 -1.1
H -0.3 -0.9 0.3
H -0.7 -0.4 -0.6
H 0.4 0.1 -0.5
H -0.1 0.2 -0.1
O 1.0 0.0 -0.2
C -1.7 0.2 0.5
C 0.8 1.3 1.2
C 1.0 -0.2 -0.6
C 0.0 2.8 0.8
O 1.2 -1.6 -1.8
C -1.2 -3.4 -1.5
C -1.0 1.2 2.6
H 0.0 -0.3 -0.5
H 0.1 0.0 0.2
H -0.4 0.1 -0.2
H 0.2 -0.2 -0.5
O 0.0 1.5 -0.3
C -0.8 -1.0 -1.9
C 0.6 -0.5 1.1
C -0.7 1.8 -0.2
C 1.9 -4.4 2.1
O -0.7 2.4 -2.3
C -2.3 -1.0 1.9
C 1.1 1.6 0.0
H 0.2 -0.2 0.2
H 0.6 0.0 0.2
H 0.0 0.1 -0.7
H 0.1 -0.2 -0.1
O 0.8 0.4 0.8
C -0.2 -2.0 -1.7
C -0.3 1.0 1.8
C -0.3 0.4 1.0
C -2.4 -0.3 -1.7
O 0.7 0.1 0.4
C 0.2 0.3 -1.2
C 1.7 0.6 0.8
H -0.4 0.1 -0.3
H 0.4 -0.1 0.2
H 0.2 -0.2 0.0
H -0.3 -0.1 -0.1
C -0.6 0.1 0.4
C -2.1 -1.2 -0.5
O 0.6 3.0 2.8
S 1.0 -0.5 -0.4
C -0.2 1.8 -0.5
O -0.2 -3.4 -0.1
O 0.7 1.2 -1.1
H 0.4 1.0 0.7
H 0.5 -1.1 0.8
H -0.1 0.0 -0.5
H -0.3 -0.9 -1.0
H 0.9 0.0 -0.2
H -0.7 0.1 -0.6
H -0.2 0.2 -0.1
H 0.5 -0.3 0.3
C -0.4 1.0 -0.9
C 1.4 0.7 -2.8
O -3.3 -2.0 1.3
S 0.7 -1.6 -0.9
C -0.8 0.1 0.0
O 0.5 -0.5 1.6
O 1.7 3.0 -0.5
H -0.3 -0.4 0.1
H -0.1 0.0 0.3
H 0.4 0.0 0.2
H -0.7 0.1 1.4
H 0.2 0.2 0.5
H 0.0 -0.4 -0.1
H 0.4 0.0 0.5
H 0.3 0.0 -0.5
C -0.9 0.4 -1.5
C -0.2 0.1 2.5
O 1.7 -1.6 -0.3
S 0.1 -2.6 -1.1
C -0.4 1.7 1.5
O -3.0 0.1 0.6
O 1.4 3.2 -1.6
H 0.3 -0.1 -0.5
H -0.3 -0.5 -0.2
H 0.6 0.1 0.5
H 0.1 0.1 -0.1
H 0.3 0.0 -0.1
H -0.5 -0.4 0.2
H 0.2 0.1 0.2
H 0.5 -0.6 -0.1
C 0.6 0.2 0.5
C -0.6 -0.4 -1.2
O 3.3 0.8 2.4
S 0.5 -0.2 1.3
C -0.3 -1.1 1.3
O -0.7 -0.9 0.2
O -0.8 0.3 -2.6
H -0.3 -0.3 0.0
H 0.2 -0.1 0.0
H -0.2 0.1 -0.2
H -1.1 0.5 -0.9
H -0.4 0.1 -0.3
H 0.4 0.9 0.2
H 0.2 -0.6 -0.2
H -0.6 0.5 -0.5
C -1.0 0.7 -1.2
C -0.7 0.6 0.7
O 0.0 -0.7 -0.2
S 1.0 -0.6 1.0
C 1.3 -0.5 -0.5
O -1.1 0.3 1.0
O -1.4 0.7 0.0
H 0.5 -1.0 -0.1
H 0.3 0.1 -0.4
H 0.9 0.3 1.0
H 0.1 -0.3 -1.0
H -0.3 0.0 -0.3
H -0.1 0.2 -0.1
H 0.3 0.0 0.0
H 0.2 0.3 0.1
C -0.8 -0.7 2.5
C 0.7 0.0 -2.5
O 0.3 0.1 0.8
S -4.0 -1.6 1.3
C 1.1 -0.3 -0.6
O 1.5 2.3 -2.2
O 0.8 -0.8 -0.3
H 0.1 0.1 -0.4
H 0.0 0.4 0.6
H 0.1 -0.1 0.0
H -0.4 0.1 0.0
H 0.1 0.4 0.3
H 0.4 -0.4 0.0
H -0.2 0.1 0.5
H 0.3 0.4 0.0
Br -0.7 -1.1 -0.9
C 0.5 0.4 0.7
C -0.1 -0.3 0.7
Br 0.7 0.0 -1.6
H 0.1 0.3 0.1
H 0.1 0.5 0.2
H -0.1 0.3 0.7
H -0.5 0.1 0.1

Results of the Mulliken charge analysis, in e, for atoms 1 through 5: atom 1 (O): -0.5399, atom 2 (C): 0.4037, atom 3 (C): -0.2948, atom 4 (C): -0.3984, atom 5 (C): 0.2167